(1)
The following is a quantum chemistry calculation of 2 unconnected molecules or ions with the total composition C3H8BNO at a distorted geometry, from the OMol25 dataset.

Geometry as XYZ:
```
14
Properties=species:S:1:pos:R:3:lowdin_charge:R:1
H -3.625 -1.027 0.493 -0.0044
N -2.701 -1.077 0.283 0.2457
B -1.474 -0.909 0.351 -0.3239
C -0.016 -0.917 -0.049 -0.0822
C 0.829 0.104 0.030 -0.1969
C 2.269 0.113 -0.449 -0.1060
H 0.407 -1.905 -0.482 0.1274
H 0.526 1.057 0.602 0.1348
H 2.721 1.116 -0.567 0.0733
H 2.494 -0.611 -1.286 0.0935
H 2.823 -0.223 0.454 0.0808
O -2.242 2.293 -0.407 -0.1283
H -2.168 1.311 -0.326 -0.0095
H -2.543 2.545 -1.369 0.0958
```

Computed properties:
Structure (SMILES): [H]/N=B/C=C/C.O
Net charge: 0
E_HOMO (eV): -9.7
LUMO (eV): 0.55
Gap between HOMO and LUMO (eV): 10.3

(2)
The following is a quantum chemistry calculation of 2 unconnected molecules or ions with the total composition C3H8BNO2S at a distorted geometry, from the OMol25 dataset.

Geometry as XYZ:
```
16
Properties=species:S:1:pos:R:3:lowdin_charge:R:1
C -0.313 -1.646 -1.173 -0.0567
N -1.132 -0.677 -1.420 -0.5731
S -1.208 0.417 -2.683 0.4588
H -0.203 -2.020 -0.147 0.0938
H 0.224 -2.177 -1.971 0.0987
H -1.581 -0.504 -0.499 0.0742
B -0.760 -0.018 1.467 -0.4164
O -0.830 1.191 0.873 0.0245
C 0.465 1.620 0.459 -0.1184
C 1.373 0.314 0.523 -0.1468
O 0.558 -0.559 1.274 -0.0593
H -1.617 -0.659 2.010 0.1162
H 0.855 2.369 1.203 0.1393
H 0.365 1.875 -0.646 0.1101
H 1.546 -0.219 -0.420 0.1096
H 2.258 0.692 1.150 0.1455
```

Computed properties:
Structure (SMILES): C=[NH+][S-].B1OCCO1
Net charge: 0
E_HOMO (spin up / spin down) (eV): -8.1 / -8.1
LUMO (spin up / spin down) (eV): -0.05 / -0.05
Gap between HOMO and LUMO (spin up / spin down) (eV): 8.1 / 8.1

(3)
The following is a quantum chemistry calculation of a gas-phase ion, C3H8Br2N (charge +1) at a distorted geometry, from the OMol25 dataset.

Geometry as XYZ:
```
14
Properties=species:S:1:pos:R:3:lowdin_charge:R:1
C 0.626 0.374 -0.820 -0.0317
N -0.349 -0.429 -0.081 -0.2807
C -0.148 -0.178 1.345 -0.0641
C -1.899 0.032 -0.644 -1.0186
Br -3.118 -1.334 -0.104 0.7712
Br -2.267 1.821 0.047 0.7841
H 0.370 1.403 -0.545 0.0793
H 1.586 -0.116 -0.616 0.1325
H 0.354 0.282 -1.851 0.0940
H -0.288 -1.420 -0.262 0.1472
H -1.014 -0.541 1.946 0.1094
H 0.814 -0.643 1.602 0.1211
H -0.012 0.930 1.320 0.0762
H -1.711 -0.018 -1.766 0.0802
```

Computed properties:
Structure (SMILES): C[NH+](C)C(Br)Br
Net charge: +1
E_HOMO (eV): -15.1
LUMO (eV): -3.91
Gap between HOMO and LUMO (eV): 11.1

(4)
The following is a quantum chemistry calculation of a single C3H8Br2Si molecule at a distorted geometry, from the OMol25 dataset.

Geometry as XYZ:
```
14
Properties=species:S:1:pos:R:3:lowdin_charge:R:1
C -0.727 0.733 1.977 -0.2429
C -0.200 -1.835 -0.505 -0.2194
C 1.809 0.916 -1.322 -0.9529
Si -0.771 -0.160 0.327 0.6346
Br 3.094 2.488 -1.802 0.2886
Br -0.102 1.549 -1.549 0.5538
H -0.791 0.120 2.865 0.0255
H 0.137 1.383 2.087 0.0313
H -1.627 1.363 2.030 0.0364
H 0.627 -1.710 -1.169 -0.0004
H 0.036 -2.672 0.129 0.0167
H -1.163 -2.132 -0.940 0.0201
H 1.871 0.206 -2.072 -0.1511
H -2.193 -0.248 -0.056 -0.0404
```

Computed properties:
Net charge: 0
E_HOMO (eV): -7.4
LUMO (eV): -0.28
Gap between HOMO and LUMO (eV): 7.2

Relative energy (zero: lowest compared OMol25 entry of this formula, charge and spin) across the listed records, respectively: 2.2214 0.0000 1.3719 5.4931 eV.